# 1
Entry from the OMol25 dataset: a structure of composition C27H37ClN6OPdSTe (ωB97M-V with the def2-TZVPD basis set).

```
! wB97M-V def2-TZVPD RIJCOSX def2/J DEFGRID3
* xyz 1 2
Pd -0.673 -0.499 3.210
Cl 1.206 -2.660 3.890
C 0.222 -1.439 4.697
H 0.851 -0.793 5.302
H -0.571 -1.917 5.263
C -3.975 -2.322 1.740
C -2.648 -1.734 2.104
O -2.208 -1.890 3.289
N -1.866 -1.038 1.292
Te -2.588 -0.201 -0.338
C -2.344 -1.623 -1.909
C -1.953 -2.961 -1.804
C -1.490 -3.665 -0.553
C -1.965 -3.735 -2.965
C -2.344 -3.235 -4.197
C -2.353 -4.098 -5.426
C -2.724 -1.899 -4.268
C -2.741 -1.085 -3.150
C -3.169 0.352 -3.313
C -0.946 1.045 -0.731
C -1.232 2.411 -0.868
C -2.619 2.985 -0.751
C -0.172 3.268 -1.137
C 1.129 2.808 -1.284
C 2.255 3.768 -1.544
C 1.367 1.446 -1.156
C 0.353 0.541 -0.869
C 0.711 -0.914 -0.734
H -4.290 -3.033 2.498
H -3.931 -2.813 0.767
H -4.715 -1.519 1.691
H -1.372 -3.011 0.299
H -0.527 -4.142 -0.742
H -2.190 -4.460 -0.289
H -1.657 -4.772 -2.887
H -1.963 -5.092 -5.217
H -1.750 -3.652 -6.217
H -3.368 -4.206 -5.811
H -3.021 -1.480 -5.223
H -3.444 0.548 -4.347
H -2.363 1.045 -3.056
H -4.044 0.594 -2.702
H -3.280 2.606 -1.535
H -2.584 4.067 -0.859
H -3.061 2.757 0.219
H -0.375 4.328 -1.237
H 1.908 4.642 -2.091
H 3.056 3.297 -2.113
H 2.676 4.118 -0.598
H 2.372 1.062 -1.288
H 1.786 -1.020 -0.588
H 0.446 -1.466 -1.637
H 0.207 -1.383 0.110
S -1.639 1.224 4.769
C -2.413 1.562 3.329
N -2.911 1.667 2.286
C 4.780 2.502 0.605
C 5.125 1.653 1.822
C 5.027 0.163 1.516
C 4.277 2.053 3.030
N 2.862 1.699 2.886
C 2.241 0.564 3.183
N 0.973 0.716 2.876
N 0.827 1.967 2.389
N 1.957 2.556 2.384
H 5.388 2.212 -0.252
H 4.949 3.563 0.796
H 3.730 2.376 0.331
H 6.153 1.873 2.125
H 4.031 -0.104 1.151
H 5.252 -0.452 2.390
H 5.736 -0.107 0.734
H 4.297 3.131 3.181
H 4.628 1.570 3.942
H 2.702 -0.319 3.593
*
```

- relative energy (zero: lowest compared OMol25 entry of this formula, charge and spin) (kcal per mole) = 1.5
- lowest unoccupied orbital energy (alpha / beta) (eV) = -3.078 / -4.319
- E (hartree) = -2708.8192
- expectation value of S² = 0.761
- highest occupied orbital energy (alpha / beta) (Eh) = -0.40126 / -0.41633

# 2
Entry from the OMol25 dataset: an isolated molecule of C6H9NO2 (ωB97M-V with the def2-TZVPD basis set).

```
! wB97M-V def2-TZVPD RIJCOSX def2/J DEFGRID3
* xyz 0 1
H 0.065 -1.140 -1.999
N -0.636 -0.855 -1.337
C -0.513 -0.333 -0.190
C 0.787 0.067 0.443
C 1.173 1.384 -0.220
C 1.797 -1.054 0.062
C -1.806 -0.106 0.605
O -3.033 -0.938 0.222
C -3.106 0.334 0.143
O -3.883 1.174 -0.061
H 0.571 0.159 1.545
H 1.279 1.373 -1.254
H 0.445 2.099 -0.032
H 2.182 1.745 0.355
H 1.374 -2.054 -0.016
H 2.581 -1.235 0.893
H 2.289 -0.653 -0.886
H -1.566 0.032 1.727
*
```

- relative energy (zero: lowest compared OMol25 entry of this formula, charge and spin) (kcal per mole) = 73.9
- lowest unoccupied orbital energy (eV) = 0.572
- SMILES string = [H]/N=C(\C(C)C)[C@@H]1OC1=O
- E (hartree) = -439.1587
- highest occupied orbital energy (Eh) = -0.35885

# 3
Entry from the OMol25 dataset: an isolated molecule of C29H35N3O4 (ωB97M-V with the def2-TZVPD basis set).

```
! wB97M-V def2-TZVPD RIJCOSX def2/J DEFGRID3
* xyz 0 1
C -6.965 -2.406 -0.316
C -5.482 -2.415 -0.651
O -4.771 -2.147 0.542
C -3.417 -2.079 0.502
C -2.784 -1.781 1.712
C -1.413 -1.673 1.783
C -0.629 -1.840 0.643
C 0.872 -1.663 0.738
C 1.277 -0.268 1.323
O 0.445 0.439 1.857
N 2.588 -0.035 1.224
C 3.342 1.178 1.528
C 3.723 1.910 0.220
C 3.018 3.273 0.257
C 1.939 3.129 1.327
C 2.592 2.219 2.362
N 1.576 -1.949 -0.491
C 2.142 -3.284 -0.605
C 3.373 -3.530 0.277
C 4.656 -2.895 -0.274
O 4.548 -1.505 -0.455
C 1.769 -1.071 -1.523
O 2.611 -1.344 -2.386
C 1.050 0.187 -1.619
C 1.409 1.203 -2.503
C 0.508 2.249 -2.337
C -0.407 1.858 -1.366
C -1.557 2.555 -0.822
C -2.589 1.859 -0.187
C -3.676 2.536 0.330
C -3.758 3.914 0.225
C -2.742 4.615 -0.404
C -1.652 3.944 -0.922
N -0.065 0.613 -0.958
C -1.258 -2.165 -0.552
C -2.635 -2.285 -0.630
H -7.247 -1.438 0.088
H -7.182 -3.168 0.428
H -7.547 -2.603 -1.211
H -5.258 -1.646 -1.404
H -5.190 -3.396 -1.052
H -3.398 -1.637 2.587
H -0.945 -1.439 2.725
H 1.232 -2.379 1.491
H 3.167 -0.699 0.713
H 4.238 0.831 2.053
H 3.389 1.326 -0.636
H 4.803 2.021 0.140
H 3.723 4.052 0.549
H 2.600 3.536 -0.714
H 1.054 2.640 0.921
H 1.637 4.087 1.748
H 3.320 2.783 2.947
H 1.870 1.768 3.036
H 2.409 -3.436 -1.654
H 1.356 -3.999 -0.334
H 3.193 -3.148 1.285
H 3.533 -4.607 0.353
H 4.929 -3.382 -1.217
H 5.468 -3.051 0.443
H 4.056 -1.360 -1.287
H 2.240 1.161 -3.178
H 0.505 3.175 -2.877
H -2.554 0.782 -0.105
H -4.464 1.982 0.819
H -4.609 4.440 0.631
H -2.798 5.690 -0.486
H -0.855 4.496 -1.397
H -0.555 0.122 -0.227
H -0.674 -2.317 -1.448
H -3.082 -2.534 -1.579
*
```

- relative energy (zero: lowest compared OMol25 entry of this formula, charge and spin) (kcal per mole) = 0.0
- lowest unoccupied orbital energy (eV) = 0.616
- SMILES string = CCOc1ccc([C@H](C(=O)NC2CCCC2)N(CCCO)C(=O)c2ccc(-c3ccccc3)[nH]2)cc1
- E (hartree) = -1591.3545
- highest occupied orbital energy (Eh) = -0.28611

# 4
Entry from the OMol25 dataset: a cluster of 3 separate species, C34H61BBrN2O10PS in total (ωB97M-V with the def2-TZVPD basis set).

```
! wB97M-V def2-TZVPD RIJCOSX def2/J DEFGRID3
* xyz 0 3
C -6.508 -0.005 -1.259
O -6.608 -0.511 -2.594
B -5.358 -0.915 -3.092
O -4.966 -2.206 -2.813
C -4.525 0.139 -3.986
O -5.113 1.442 -3.742
C -3.009 0.269 -3.611
C -2.237 -1.078 -3.503
C -2.080 -1.607 -2.036
C -0.582 -1.574 -1.558
O -2.846 -0.884 -1.067
C -2.355 1.143 -4.762
C -0.956 1.713 -4.393
C -1.210 2.801 -3.323
C -0.911 2.587 -1.951
C -1.199 3.594 -1.019
C -1.793 4.820 -1.376
C -2.158 5.923 -0.377
C -2.070 5.026 -2.755
C -1.790 4.034 -3.722
S -2.364 0.142 -6.276
O -2.375 1.057 -7.398
O -1.227 -0.723 -6.411
O -3.703 -0.772 -6.203
C -4.790 -0.121 -5.524
P -5.371 1.445 -6.457
O -5.436 1.068 -8.073
Br -7.527 1.859 -5.911
H -7.281 0.772 -1.081
H -6.741 -0.818 -0.538
H -5.529 0.469 -1.046
H -5.776 -2.700 -2.609
H -4.905 1.733 -2.844
H -2.949 0.901 -2.706
H -2.711 -1.850 -4.139
H -1.212 -0.922 -3.894
H -2.378 -2.671 -1.991
H -0.073 -2.531 -1.784
H -0.507 -1.411 -0.461
H -0.005 -0.756 -2.041
H -2.295 -0.215 -0.636
H -3.014 2.015 -4.958
H -0.250 0.949 -4.022
H -0.573 2.243 -5.287
H -0.476 1.616 -1.675
H -0.986 3.415 0.047
H -2.410 6.876 -0.879
H -3.096 5.600 0.129
H -1.400 6.043 0.414
H -2.537 5.975 -3.049
H -2.055 4.267 -4.762
H -5.643 -0.838 -5.559
H -4.591 0.695 -8.377
C 2.609 1.272 5.659
C 1.525 1.083 4.570
C 2.195 0.911 3.202
C 2.767 2.211 2.641
C 1.706 3.309 2.632
C 1.033 3.513 3.994
N 0.567 2.230 4.596
O -0.521 1.861 3.964
C 2.006 4.229 4.953
C -0.114 4.520 3.830
C 0.846 -0.237 4.951
H 3.469 1.845 5.316
H 2.197 1.757 6.547
H 3.013 0.312 5.982
H 1.471 0.513 2.482
H 2.993 0.166 3.271
H 3.640 2.530 3.218
H 3.124 2.041 1.623
H 2.163 4.244 2.298
H 0.953 3.054 1.878
H 1.584 4.297 5.958
H 2.199 5.248 4.611
H 2.983 3.758 5.025
H -0.850 4.201 3.092
H 0.274 5.482 3.492
H -0.628 4.684 4.779
H 0.352 -0.161 5.922
H 1.582 -1.039 5.015
H 0.108 -0.558 4.215
C 4.263 -4.121 -0.405
C 4.827 -3.639 0.953
C 5.718 -4.731 1.559
C 4.928 -5.914 2.118
C 3.856 -5.437 3.094
C 2.942 -4.356 2.505
N 3.707 -3.249 1.861
O 4.207 -2.496 2.816
C 1.972 -4.992 1.488
C 2.015 -3.839 3.611
C 5.707 -2.437 0.584
H 4.035 -5.185 -0.423
H 3.365 -3.565 -0.680
H 4.987 -3.968 -1.206
H 6.325 -4.309 2.367
H 6.423 -5.093 0.807
H 4.476 -6.493 1.307
H 5.610 -6.596 2.631
H 3.257 -6.292 3.418
H 4.351 -5.055 3.993
H 1.378 -4.227 0.984
H 1.277 -5.664 1.992
H 2.462 -5.598 0.730
H 2.562 -3.442 4.467
H 1.386 -4.645 3.992
H 1.355 -3.055 3.231
H 5.110 -1.632 0.149
H 6.457 -2.730 -0.152
H 6.253 -2.038 1.438
*
```

- lowest unoccupied orbital energy (alpha / beta) (eV) = 0.280 / -0.164
- E (hartree) = -5532.3696
- expectation value of S² = 2.008
- highest occupied orbital energy (alpha / beta) (Eh) = -0.30137 / -0.30137

# 5
Entry from the OMol25 dataset: a structure of composition C33H57N3O4SiY (ωB97M-V with the def2-TZVPD basis set).

```
! wB97M-V def2-TZVPD RIJCOSX def2/J DEFGRID3
* xyz 1 1
O 2.459 1.973 -0.372
O 4.050 0.197 -0.040
C 2.619 2.348 -1.810
C 1.825 3.586 -2.130
H 2.269 1.473 -2.359
H 3.696 2.478 -2.007
H 0.752 3.441 -1.965
H 1.970 3.810 -3.188
H 2.164 4.455 -1.563
C 3.056 2.941 0.610
C 4.472 3.307 0.269
H 2.974 2.428 1.570
H 2.377 3.801 0.616
H 5.093 2.421 0.100
H 4.908 3.871 1.098
H 4.520 3.950 -0.612
C 4.130 -0.403 1.324
C 4.664 -0.478 -1.205
C 5.275 0.217 2.068
H 4.239 -1.485 1.182
H 3.163 -0.187 1.786
H 6.228 0.042 1.562
H 5.333 -0.226 3.063
H 5.135 1.297 2.193
C 6.157 -0.340 -1.146
H 4.240 0.022 -2.079
H 4.329 -1.521 -1.186
H 6.467 0.698 -0.987
H 6.580 -0.666 -2.096
H 6.591 -0.963 -0.363
H 3.199 0.946 -0.216
N -2.835 0.325 -0.732
C -3.619 -0.762 -0.861
C -3.408 -1.966 -0.162
C -2.559 -2.294 0.906
C -4.763 -0.698 -1.842
H -4.394 -0.709 -2.877
H -5.368 0.205 -1.695
H -5.421 -1.564 -1.709
C -2.552 -3.707 1.431
H -2.917 -3.757 2.466
H -1.537 -4.128 1.407
H -3.198 -4.341 0.815
N -1.787 -1.388 1.544
C -3.082 1.529 -1.506
C -2.515 1.714 -2.791
C -1.654 0.679 -3.442
C -2.768 2.895 -3.488
H -2.309 3.045 -4.476
C -3.595 3.874 -2.939
H -3.785 4.793 -3.494
C -4.170 3.693 -1.680
H -4.818 4.462 -1.243
C -3.934 2.517 -0.968
C -4.564 2.319 0.376
C -1.581 -1.441 2.969
C -0.403 -1.976 3.534
C 0.656 -2.616 2.694
C -0.239 -1.922 4.921
H 0.671 -2.327 5.362
C -1.224 -1.341 5.727
H -1.073 -1.293 6.803
C -2.389 -0.806 5.167
H -3.155 -0.340 5.790
C -2.577 -0.861 3.786
C -3.813 -0.302 3.150
Y -1.088 0.572 0.687
H -0.623 1.054 -3.543
H -2.007 0.466 -4.465
H -1.621 -0.264 -2.889
H -4.839 1.271 0.559
H -5.489 2.909 0.445
H -3.901 2.657 1.188
H 1.637 -2.453 3.161
H 0.699 -2.210 1.677
H 0.525 -3.708 2.624
H -3.581 0.366 2.302
H -4.375 0.295 3.878
H -4.481 -1.093 2.775
H -4.030 -2.794 -0.515
C 0.406 -0.696 -0.796
Si 0.418 -2.338 -1.742
H 0.534 0.106 -1.547
H 1.335 -0.673 -0.179
C 1.321 -2.071 -3.382
C -1.218 -3.104 -2.250
C 1.287 -3.655 -0.714
H 2.185 -3.263 -0.222
H 1.601 -4.496 -1.347
H 0.623 -4.065 0.058
H 0.951 -1.177 -3.901
H 1.161 -2.924 -4.053
H 2.404 -1.962 -3.245
H -1.933 -2.369 -2.631
H -1.688 -3.639 -1.419
H -1.049 -3.834 -3.052
O -1.625 3.334 3.247
N -1.502 2.477 2.408
O -0.296 2.336 1.826
*
```

- lowest unoccupied orbital energy (eV) = -2.043
- E (hartree) = -2084.4547
- highest occupied orbital energy (Eh) = -0.37185

# 6
Entry from the OMol25 dataset: a structure of composition C27H35N4O5SiW (ωB97M-V with the def2-TZVPD basis set).

```
! wB97M-V def2-TZVPD RIJCOSX def2/J DEFGRID3
* xyz 3 1
W -1.183 -0.051 -0.404
N -3.420 -0.311 -0.760
C -4.277 0.612 0.011
C -3.818 0.523 1.441
N -2.325 0.676 1.508
C -1.899 1.918 2.219
C -1.889 3.168 1.369
N -0.876 3.021 0.281
H -3.647 -0.227 -1.749
H -3.655 -1.277 -0.529
H -5.332 0.350 -0.074
H -4.149 1.617 -0.393
H -4.071 -0.456 1.853
H -4.305 1.272 2.065
H -2.005 -0.067 2.123
H -0.894 1.751 2.602
H -2.550 2.089 3.077
H -1.559 4.019 1.967
H -2.838 3.422 0.898
H -0.035 2.481 0.613
H -0.636 3.921 -0.169
O -0.764 -2.901 -3.266
C -0.977 -1.868 -2.728
O -1.316 -1.701 -1.438
C -0.923 -0.525 -3.394
C -0.659 -0.347 -4.745
C -0.604 0.940 -5.251
C -0.783 2.008 -4.370
C -1.017 1.734 -3.037
N -1.099 0.482 -2.534
C -1.084 2.820 -2.069
O -0.893 3.975 -2.107
O -1.388 2.198 -0.746
H -0.509 -1.225 -5.360
H -0.414 1.119 -6.301
H -0.737 3.039 -4.700
C 2.597 1.275 3.000
C 2.056 -0.155 2.841
C 3.149 -1.183 3.194
C 0.897 -0.384 3.821
Si 1.535 -0.393 1.065
O 0.245 0.704 0.641
C 0.505 -1.937 0.721
C -0.748 -2.119 1.369
C -1.521 -3.266 1.139
C -1.073 -4.222 0.253
C 0.168 -4.066 -0.378
C 0.940 -2.939 -0.154
C 2.789 -0.180 -0.280
C 2.345 0.159 -1.564
C 3.208 0.224 -2.645
C 4.558 -0.047 -2.461
C 5.027 -0.376 -1.199
C 4.153 -0.444 -0.122
H 2.963 1.422 4.019
H 1.819 2.029 2.828
H 3.424 1.485 2.320
H 3.363 -1.118 4.263
H 4.087 -1.003 2.675
H 2.833 -2.210 2.990
H 1.227 -0.128 4.831
H 0.585 -1.429 3.849
H 0.023 0.242 3.614
H -0.970 -1.525 2.249
H -2.436 -3.429 1.697
H -1.655 -5.116 0.077
H 0.528 -4.842 -1.041
H 1.895 -2.836 -0.656
H 1.298 0.407 -1.728
H 2.842 0.493 -3.628
H 5.242 0.003 -3.298
H 6.078 -0.584 -1.049
H 4.555 -0.712 0.844
*
```

- relative energy (zero: lowest compared OMol25 entry of this formula, charge and spin) (kcal per mole) = 97.4
- lowest unoccupied orbital energy (alpha / beta) (eV) = -10.625 / -10.513
- E (hartree) = -2000.7654
- highest occupied orbital energy (alpha / beta) (Eh) = -0.61773 / -0.61603